# C9H32N2O7

C9H32N2O7 as an isolated structure (the ωB97M-V functional and the def2-TZVPD basis, OMol25).

Its net charge is 0. The calculation puts the total energy at -997.61463 a.u. For the LUMO energy, the calculation gives 0.0158 Ha. The energy above the lowest of the compared OMol25 structures with the same formula, charge and spin comes out at 1433.0 kJ/mol. As for the orbital gap: 8.691 eV. Its HOMO energy is -8.3 eV.

Last column: natural (NBO) charge in e.
Element x y z (Å)
C -1.220 -12.603 15.855  -0.270
O -1.803 -13.323 14.779  -0.689
H -0.242 -12.961 16.178  0.179
H -1.108 -11.535 15.672  0.181
H -1.877 -12.710 16.718  0.221
H -1.089 -13.607 14.203  0.451
C -0.695 -15.294 14.261  -0.386
O -0.339 -13.996 13.760  -0.659
H 0.043 -15.920 13.759  0.189
H -0.728 -15.303 15.351  0.288
H -1.676 -15.604 13.900  0.273
H 0.611 -13.854 13.773  0.555
C -2.511 -11.226 13.503  -0.213
O -3.256 -12.094 14.260  -0.789
H -3.079 -10.556 12.857  0.169
H -1.910 -10.630 14.190  0.116
H -1.742 -11.805 12.992  0.127
H -2.688 -12.799 14.582  0.419
C 2.319 -13.487 16.428  -0.226
O 2.379 -14.072 17.720  -0.738
H 1.343 -13.104 16.131  0.149
H 2.931 -12.586 16.458  0.173
H 2.710 -14.334 15.865  0.176
H 3.297 -14.140 17.992  0.463
C -1.684 -13.509 11.615  -0.289
O -2.065 -14.469 12.620  -0.737
H -1.685 -13.956 10.621  0.175
H -2.501 -12.789 11.581  0.190
H -0.755 -12.948 11.714  0.157
H -1.303 -14.395 13.199  0.428
C -2.686 -15.223 16.555  0.757
O -1.480 -15.252 16.741  -0.729
N -3.544 -16.127 17.000  -0.836
N -3.291 -14.339 15.895  -0.803
H -3.162 -16.930 17.480  0.396
H -4.540 -15.962 16.978  0.386
H -2.769 -13.609 15.431  0.408
H -4.294 -14.400 15.795  0.372
C 1.465 -10.368 16.112  -0.651
C 1.009 -11.343 15.042  0.055
C -0.023 -10.890 14.058  -0.622
O 2.186 -11.858 14.377  -0.755
H 2.008 -10.848 16.925  0.221
H 0.629 -9.838 16.570  0.219
H 2.076 -9.532 15.772  0.211
H 0.660 -12.220 15.587  0.182
H -0.514 -11.701 13.520  0.211
H 0.349 -10.155 13.345  0.220
H -0.806 -10.362 14.603  0.205
H 2.678 -11.086 14.088  0.470

Forces on atoms 1 to 3 (eV/Å):
-0.7 0.3 1.9
4.7 1.8 7.4
-1.5 -1.1 0.1

---

# C9H32O7

A 7-piece molecular cluster, C9H32O7 overall (the ωB97M-V functional and the def2-TZVPD basis, OMol25).

Its net charge is 0. The calculation puts the total energy at -888.61686 a.u. For the LUMO energy, the calculation gives 0.0126 Ha. The energy above the lowest of the compared OMol25 structures with the same formula, charge and spin comes out at 454.8 kJ/mol. As for the orbital gap: 10.092 eV. Its HOMO energy is -9.7 eV.

Last column: natural (NBO) charge in e.
Element x y z (Å)
C -1.564 2.079 -0.510  -0.638
C -2.572 2.139 0.648  -0.061
O -3.864 2.490 0.127  -0.741
H -1.674 2.931 -1.128  0.208
H -1.699 1.220 -1.174  0.183
H -0.517 2.105 -0.207  0.213
H -2.282 2.963 1.290  0.175
H -2.593 1.205 1.202  0.162
H -4.193 1.744 -0.394  0.483
C 0.416 -1.364 -2.362  -0.629
C 1.212 -0.210 -2.896  -0.079
O 1.516 0.464 -1.716  -0.747
H 0.111 -1.996 -3.191  0.205
H -0.450 -1.133 -1.765  0.215
H 1.016 -2.001 -1.811  0.209
H 0.607 0.244 -3.669  0.179
H 2.186 -0.433 -3.351  0.178
H 1.154 1.329 -1.819  0.494
C -3.695 -1.013 -0.787  -0.250
O -4.707 -0.085 -0.939  -0.727
H -3.502 -1.080 0.295  0.191
H -2.802 -0.739 -1.387  0.159
H -4.018 -2.024 -1.024  0.170
H -4.949 -0.020 -1.871  0.473
C 3.541 1.183 0.864  -0.232
O 3.911 0.252 -0.124  -0.760
H 4.347 1.769 1.242  0.175
H 3.077 0.671 1.689  0.168
H 2.802 1.845 0.369  0.151
H 3.216 0.153 -0.822  0.487
C -0.226 -1.233 1.034  -0.217
O 0.554 -0.142 0.782  -0.758
H -0.391 -1.366 2.082  0.176
H 0.180 -2.089 0.608  0.162
H -1.171 -1.110 0.496  0.134
H 1.012 -0.208 -0.051  0.488
C 1.996 -4.192 0.309  -0.247
O 1.027 -4.460 -0.638  -0.726
H 2.270 -3.124 0.259  0.160
H 2.821 -4.905 0.184  0.167
H 1.654 -4.273 1.303  0.182
H 1.432 -4.488 -1.533  0.467
C 0.761 2.482 3.339  -0.247
O 1.542 3.619 3.535  -0.718
H 1.141 1.783 2.617  0.188
H -0.237 2.721 3.114  0.160
H 0.686 1.905 4.319  0.149
H 0.918 4.392 3.464  0.467

Forces on atoms 1 to 3 (eV/Å):
0.3 -0.6 0.3
0.0 0.4 -1.5
0.4 -0.1 0.4

---

# C9H33AsB3F6NOSn

C9H33AsB3F6NOSn as an isolated structure (the ωB97M-V functional and the def2-TZVPD basis, OMol25).

Its net charge is -2. The calculation puts the total energy at -3615.59173 a.u. For the LUMO energy, the calculation gives 0.1754 Ha. The energy above the lowest of the compared OMol25 structures with the same formula, charge and spin comes out at 2364.3 kJ/mol. As for the orbital gap: 3.529 eV. Its HOMO energy is 1.2 eV.

Last column: Mulliken charge in e.
Element x y z (Å)
Sn 6.421 -17.804 -7.179  0.058
B 7.672 -19.264 -5.703  2.036
H 8.072 -20.142 -5.219  -0.357
H 8.210 -19.108 -6.625  -0.380
H 6.612 -19.298 -5.902  -0.338
H 7.943 -18.382 -5.144  0.146
B 8.620 -16.809 -6.477  1.592
H 9.487 -16.686 -5.848  -0.439
H 8.131 -15.861 -6.642  -0.842
H 8.961 -17.249 -7.402  -0.321
H 7.909 -17.471 -6.007  -1.857
B 6.334 -16.970 -4.680  2.197
H 6.660 -16.750 -5.685  -2.994
H 5.491 -16.342 -4.435  -0.321
H 6.022 -18.002 -4.725  0.201
H 7.169 -16.812 -4.015  -0.305
As 3.510 -18.217 -8.973  1.637
F 2.621 -16.676 -8.557  -0.458
F 2.331 -19.265 -8.039  -0.528
F 4.565 -19.591 -9.333  -0.500
F 4.486 -17.175 -10.004  -0.413
F 4.750 -17.991 -7.601  -0.480
F 2.514 -18.536 -10.451  -0.530
C 8.085 -15.108 -9.230  -1.257
C 6.537 -15.176 -9.154  -1.134
N 6.089 -15.516 -7.778  1.881
C 6.612 -14.661 -6.641  -0.136
C 6.113 -13.239 -6.686  -1.717
C 4.620 -15.519 -7.867  -1.306
C 3.901 -16.178 -6.710  -1.906
H 8.396 -15.855 -8.501  0.591
H 8.483 -14.174 -8.832  0.317
H 8.451 -15.259 -10.246  0.336
H 6.059 -14.297 -9.585  0.575
H 6.192 -16.032 -9.735  0.341
H 6.463 -15.146 -5.676  0.235
H 7.692 -14.655 -6.784  0.350
H 5.978 -12.863 -7.700  0.254
H 5.054 -13.209 -6.428  0.337
H 6.710 -12.592 -6.043  0.453
H 4.359 -16.142 -8.722  0.704
H 4.045 -14.597 -7.952  0.289
H 2.862 -16.101 -7.033  0.765
H 4.031 -15.468 -5.893  0.435
H 4.165 -17.224 -6.557  0.540
C 9.466 -16.734 -9.579  -1.123
C 8.571 -17.872 -9.128  1.223
O 7.465 -17.794 -8.594  0.276
C 9.047 -19.227 -9.570  -2.061
H 9.063 -15.780 -9.239  0.155
H 9.494 -16.704 -10.669  0.411
H 10.432 -16.877 -9.094  0.263
H 8.447 -20.026 -9.133  0.333
H 10.063 -19.465 -9.256  0.387
H 9.116 -19.433 -10.638  0.385

Forces on atoms 1 to 3 (eV/Å):
5.2 1.2 9.7
1.5 -2.1 0.9
0.9 -3.9 1.7

---

# C9H33F6NO8P

A 9-piece molecular cluster, C9H33F6NO8P overall (the ωB97M-V functional and the def2-TZVPD basis, OMol25).

Its net charge is -1. The calculation puts the total energy at -1960.17967 a.u. For the LUMO energy, the calculation gives 0.0792 Ha. As for the orbital gap: 8.969 eV. Its HOMO energy is -6.8 eV.

Last column: natural (NBO) charge in e.
Element x y z (Å)
P 0.941 -4.771 1.190  2.596
F -0.450 -4.229 1.800  -0.602
F 1.682 -4.619 2.604  -0.598
F 0.589 -6.307 1.713  -0.599
F 2.399 -5.245 0.562  -0.599
F 0.200 -4.949 -0.231  -0.591
F 1.227 -3.220 0.783  -0.606
O -2.385 -5.643 5.783  -0.941
H -3.055 -5.041 6.108  0.460
H -2.192 -5.331 4.898  0.481
O -1.881 -8.449 -3.754  -0.943
H -1.450 -7.791 -3.208  0.477
H -2.536 -8.846 -3.179  0.466
O 1.475 -1.001 5.184  -0.944
H 1.554 -1.695 4.529  0.482
H 1.770 -1.407 5.999  0.462
O 0.173 -0.741 -3.083  -0.946
H 0.206 0.068 -2.572  0.464
H 0.341 -1.435 -2.445  0.481
O 5.435 0.643 2.010  -0.943
H 5.506 -0.246 2.360  0.477
H 5.184 0.520 1.095  0.465
O 4.960 -8.565 -2.712  -0.938
H 4.501 -7.751 -2.504  0.476
H 4.778 -8.712 -3.640  0.463
O 6.483 -3.412 2.983  -0.945
H 7.037 -3.365 2.203  0.464
H 5.818 -4.065 2.765  0.481
C -3.307 4.145 0.525  -0.642
C -2.680 3.152 -0.422  0.124
C -3.120 3.426 -1.889  -0.407
C -2.582 4.636 -2.503  -0.398
C -1.036 4.709 -2.410  -0.395
C -0.425 4.293 -1.070  0.107
N -1.169 3.168 -0.479  -0.202
O -0.651 2.780 0.765  -0.588
C 1.065 3.940 -1.389  -0.612
C -0.413 5.527 -0.158  -0.635
C -3.059 1.717 -0.176  -0.613
H -3.430 5.126 0.066  0.200
H -2.775 4.217 1.474  0.232
H -4.309 3.760 0.714  0.211
H -2.755 2.640 -2.549  0.207
H -4.201 3.324 -1.988  0.208
H -3.066 5.466 -1.988  0.186
H -2.796 4.719 -3.569  0.212
H -0.756 5.746 -2.597  0.208
H -0.553 4.190 -3.238  0.205
H 1.153 3.517 -2.390  0.204
H 1.695 4.827 -1.338  0.211
H 1.490 3.081 -0.870  0.223
H 0.144 5.311 0.754  0.223
H 0.205 6.266 -0.668  0.196
H -1.386 5.960 0.072  0.207
H -2.698 1.347 0.783  0.226
H -2.558 1.146 -0.958  0.220
H -4.123 1.520 -0.308  0.206
H -0.215 1.949 0.564  0.474

Forces on atoms 1 to 3 (eV/Å):
0.2 -0.4 0.4
-0.5 -0.4 0.6
0.3 0.9 0.5